# 1
This record from the Open Molecules 2025 dataset describes a molecular structure, C13H8F5N5O2RhS3. The level of theory is ωB97M-V/def2-TZVPD.

Cartesian coordinates (Å):
Rh  0.07  -0.65  -0.58
N  -2.40  1.17  -0.73
N  -3.61  0.48  -0.83
C  -3.59  -0.88  -0.76
N  -4.80  -1.41  -0.42
S  -2.29  -1.87  -1.07
H  -2.20  1.45  0.22
H  -2.39  1.95  -1.37
H  -4.39  0.89  -0.33
H  -5.62  -0.89  -0.68
H  -4.87  -2.40  -0.61
S  2.51  -0.53  -0.74
C  3.06  -2.18  -0.79
C  4.48  -2.40  -0.84
N  5.62  -2.54  -0.89
C  2.20  -3.22  -0.80
S  0.50  -3.00  -0.88
C  2.68  -4.58  -0.81
N  3.06  -5.66  -0.83
C  0.70  -1.23  3.43
O  0.84  -1.23  2.00
C  -0.20  -0.75  1.32
O  -1.23  -0.39  1.84
H  1.57  -1.74  3.81
H  -0.22  -1.73  3.72
H  0.68  -0.20  3.79
F  0.51  1.25  -2.72
C  0.71  2.00  -1.61
C  0.57  1.40  -0.37
C  0.74  2.25  0.70
F  0.60  1.81  1.97
C  1.01  3.60  0.56
F  1.11  4.40  1.64
C  1.14  4.15  -0.69
F  1.38  5.46  -0.84
C  0.98  3.34  -1.80
F  1.06  3.88  -3.03

Output
Highest occupied orbital energy ... -4.454 eV
Total charge ... -1

natural (NBO) population analysis, charges in e, atoms 1 to 2:
1 Rh 0.462
2 N -0.640

# 2
This record from the Open Molecules 2025 dataset describes a molecular structure, C6H11NO. The level of theory is ωB97M-V/def2-TZVPD.

Cartesian coordinates (Å):
C  -0.04  -0.12  0.37
C  -0.54  0.95  -0.35
C  -0.56  1.06  1.15
C  -2.25  0.13  -0.79
C  -0.06  -1.59  0.48
C  1.89  0.58  0.12
N  2.67  -0.15  -0.71
O  2.34  1.51  0.76
H  -0.25  1.54  -1.20
H  2.29  -0.88  -1.28
H  3.66  0.06  -0.79
H  -1.52  0.99  1.65
H  0.17  1.68  1.64
H  -0.98  -1.92  0.97
H  -2.10  -0.48  -1.67
H  -2.72  -0.42  0.02
H  -2.81  1.04  -0.98
H  0.78  -1.91  1.10
H  0.01  -2.07  -0.49

Output
Highest occupied orbital energy ... -7.810 eV
Total charge ... 0

natural (NBO) population analysis, charges in e, atoms 1 to 2:
1 C 0.018
2 C -0.181

# 3
This record from the Open Molecules 2025 dataset describes a single C2H3N3O molecule. The level of theory is ωB97M-V/def2-TZVPD.

Cartesian coordinates (Å):
O  -1.80  -0.26  -0.10
C  -0.49  -0.06  -0.15
N  0.39  -1.06  -0.05
N  1.51  -0.86  0.49
N  0.72  1.54  0.68
C  -0.03  1.37  -0.28
H  -1.99  -1.13  0.28
H  2.14  -1.60  0.15
H  -0.43  2.06  -1.03

Output
Highest occupied orbital energy (alpha / beta) ... -8.230 / -9.100 eV
Total charge ... 0

natural (NBO) population analysis, charges in e, atoms 1 to 2:
1 O -0.631
2 C 0.468

Sequential energy relative to the best compared isomer or geometry (same formula, charge and spin) output: 1.138, 4.636, 4.832 eV